Entry A
The following is a quantum chemistry calculation of the molecule C4H10OS, from OMol25.

Each line ends with the Mulliken charge.
Cartesian coordinates (Å):
O -0.50790 1.91594 1.50889  -0.503
C 0.14093 0.71418 1.88868  -0.470
C 0.78943 0.10205 0.66516  -0.649
C -0.20014 0.02299 -0.53405  -0.384
C 0.26513 -1.01904 -1.54566  -0.926
S -0.48374 -0.87402 -3.21514  -0.205
H -1.08106 2.16374 2.21184  0.293
H 0.97331 0.90483 2.57890  0.288
H -0.58564 0.01708 2.30686  0.363
H 1.06598 -0.93782 0.82629  0.349
H 1.62146 0.69514 0.29002  0.314
H -0.38395 0.98469 -1.01004  0.314
H -1.20803 -0.28029 -0.22794  0.348
H 1.33686 -1.11367 -1.71620  0.381
H -0.04392 -2.01652 -1.22840  0.380
H -1.69871 -1.27927 -2.79923  0.106

**Structure (SMILES)**: OCCCCS
**Orbital gap**: 9.795 eV

Entry B
The following is a quantum chemistry calculation of a cluster of 2 separate species, C4H10OS in total, from OMol25.

Each line ends with the Mulliken charge.
Cartesian coordinates (Å):
C 1.39187 -1.48647 1.95529  -0.744
C 0.99923 -2.71019 1.67051  0.123
O 0.20325 -3.41811 2.52762  -0.486
H 1.91928 -0.90761 1.22332  0.263
H 0.95066 -1.01173 2.81873  0.247
H 1.29429 -3.24580 0.77909  0.256
H 0.12151 -4.31829 2.20421  0.343
C -1.93873 1.47906 -2.03231  -0.847
S -0.88878 2.93324 -2.02272  -0.075
C 0.40708 2.39757 -0.87512  -0.784
H -2.67627 1.51028 -1.22874  0.284
H -1.45672 0.51208 -1.93577  0.298
H -2.45852 1.48350 -2.98349  0.295
H 1.15155 1.83877 -1.45832  0.272
H 0.94284 3.26012 -0.49693  0.316
H 0.03745 1.68357 -0.14537  0.241

**Structure (SMILES)**: C=CO.CSC
**Orbital gap**: 9.109 eV

Entry C
The following is a quantum chemistry calculation of a cluster of 2 separate species, C4H10OS in total, from OMol25.

Each line ends with the Mulliken charge.
Cartesian coordinates (Å):
C 3.28373 3.34440 0.22086  -0.597
C 3.34491 2.14609 0.79212  -0.070
O 2.26901 1.27397 0.68225  -0.489
H 3.84524 4.16236 0.64675  0.255
H 2.50693 3.45418 -0.52495  0.240
H 4.23051 1.75422 1.28310  0.334
H 2.05804 1.03180 1.59176  0.326
C -1.79293 -1.92975 0.77287  -0.695
S -3.40923 -1.66576 -0.03776  -0.097
C -3.00688 -1.89579 -1.79715  -0.759
H -1.05990 -1.93582 -0.02307  0.239
H -1.60252 -1.09097 1.43838  0.261
H -1.90287 -2.83771 1.35449  0.248
H -3.85278 -2.41066 -2.23254  0.277
H -2.07284 -2.44612 -1.84745  0.262
H -2.83842 -0.95444 -2.31966  0.266

**Structure (SMILES)**: C=CO.CSC
**Orbital gap**: 9.085 eV

Short version: entry C is the least stable of them.